A 2-piece molecular cluster, C4H13N2 overall at a distorted geometry. Source: OMol25; level of theory: wB97M-V/def2-TZVPD.

```
19
Properties=species:S:1:pos:R:3:forces:R:3:mulliken_charge:R:1
N 0.089579 -2.632628 1.419005 0.032 -0.783 0.133 -0.6151
C -0.521812 -0.456775 -2.104505 -2.439 1.077 -1.034 -1.2200
C 0.576523 -0.493070 -1.022731 0.810 -1.908 0.355 0.0427
N 0.045033 0.085321 0.126590 -0.236 1.733 -2.131 -0.1270
C 0.195670 1.498249 0.112140 -0.322 -0.055 0.696 -0.1653
C -0.252462 2.159242 1.396308 0.187 -0.787 1.372 -1.1259
H -0.449405 -2.894892 2.240660 -0.305 0.410 -0.216 0.2633
H 0.956828 -3.136719 1.573815 0.234 0.302 -0.309 0.2425
H -1.547343 -0.665968 -1.775537 0.417 -0.439 0.525 0.3980
H -0.660063 0.564614 -2.481883 0.618 0.071 0.107 0.3629
H -0.363105 -1.106660 -2.962641 0.671 -0.242 0.384 0.3614
H 0.639897 -1.581880 -0.860799 0.142 0.047 0.305 0.2728
H 1.516250 -0.113102 -1.440173 -0.291 0.509 0.244 0.3433
H 0.237887 -1.636439 1.385879 0.056 -0.025 0.471 0.2351
H 1.191998 1.753457 -0.276004 -0.201 0.255 -0.209 0.4795
H -0.577248 1.838377 -0.653024 0.646 -0.625 -0.102 0.2565
H -0.057402 1.395939 2.162442 -0.244 0.383 0.154 0.2968
H -1.316035 2.386381 1.433409 0.035 -0.039 -0.212 0.3445
H 0.295205 3.036556 1.727054 0.191 0.115 -0.534 0.3538
```
Forces are in eV/Å.

Values from the calculation:
HOMO-LUMO gap, Ha: 0.20034
Charge: +1
LUMO, eV: -8.27
Molecular weight, g/mol: 89.16

---

A 2-piece molecular cluster, C29H34N4O6S overall at a distorted geometry. Source: OMol25; level of theory: wB97M-V/def2-TZVPD.

```
74
Properties=species:S:1:pos:R:3:forces:R:3:mulliken_charge:R:1
C 6.237720 -2.215477 -2.442412 0.120 0.665 0.163 -0.8187
O 6.743075 -0.941006 -1.991443 -0.449 -0.353 -0.729 -0.4264
C 5.849976 0.074932 -1.858572 0.048 0.484 0.805 0.7895
C 4.465939 -0.041270 -2.019150 -0.089 -0.494 -0.129 -0.8525
C 3.601559 0.921133 -1.496742 0.379 0.153 -0.289 -0.1257
C 2.099480 0.695383 -1.554653 -0.160 -0.061 -0.459 -1.2007
C 1.536599 0.119292 -0.252813 0.935 -0.355 0.964 0.1292
C 2.154080 -1.266892 0.042310 0.611 -0.561 0.555 0.2074
O 3.329418 -1.537959 0.283202 -1.549 0.660 -0.430 -0.7034
N 1.137708 -2.176405 0.012850 0.599 0.433 -0.145 0.3564
C 1.390142 -3.582645 0.238592 -0.269 -0.349 0.120 -1.0305
C -0.201268 -1.630967 -0.161151 -0.150 -0.433 -0.071 -0.0330
C -0.804053 -2.142486 -1.479726 0.261 -0.034 -0.084 -1.5661
C -1.060587 -1.946360 1.067166 0.268 0.118 0.060 -1.4127
N 0.097380 -0.182064 -0.245302 -1.176 1.693 -0.348 0.5010
C -0.856136 0.766968 -0.313954 1.100 -0.789 0.151 0.0729
C -2.231640 0.529504 -0.443486 -1.239 0.067 0.274 0.4116
C -3.190599 1.542643 -0.422759 1.062 -0.162 -0.752 -0.8642
C -4.559689 1.424387 -0.834174 -1.068 -0.276 -0.240 1.0136
C -5.390650 2.570790 -1.014134 0.251 -0.212 0.339 -0.7839
C -6.755840 2.441236 -1.266182 0.103 0.040 -0.135 -0.5125
C -7.353893 1.175078 -1.315075 0.568 0.133 0.268 -0.4724
C -6.551145 0.038466 -1.195154 0.463 -0.078 -0.305 -0.0494
C -5.168139 0.155829 -1.054788 -0.201 0.201 0.199 -0.5582
C 4.134392 2.049504 -0.872714 -0.226 0.361 0.268 -0.5478
C 5.520361 2.213088 -0.748320 0.220 -0.649 -0.329 0.6681
O 6.133306 3.172180 -0.007105 -0.530 0.679 -0.232 -0.4261
C 5.371244 4.349997 0.325881 0.251 -0.613 -0.153 -0.8923
C 6.394306 1.258941 -1.311785 -0.406 -0.603 1.069 0.7120
O 7.740026 1.350291 -1.098421 0.379 -0.008 0.161 -0.5231
C 8.267844 0.860667 0.175628 -0.718 0.292 -0.900 -0.5443
H 7.115965 -2.856739 -2.491254 -0.151 -0.009 -0.009 0.2542
H 5.503797 -2.612565 -1.728330 0.155 0.068 -0.131 0.3010
H 5.784239 -2.121498 -3.437856 0.101 -0.062 0.175 0.3352
H 4.058897 -0.965613 -2.444711 0.102 0.445 0.221 0.2897
H 1.567019 1.633941 -1.762872 0.152 -0.147 -0.075 0.5255
H 1.864058 -0.020198 -2.360573 0.055 0.331 0.133 0.3762
H 1.808219 0.786758 0.586883 -0.267 -0.240 -0.294 0.3891
H 2.467491 -3.721309 0.363409 -0.248 0.119 -0.061 0.3699
H 0.880083 -3.923773 1.149486 0.136 0.039 -0.208 0.3124
H 1.038281 -4.185454 -0.610659 0.111 0.147 0.202 0.3303
H -0.038857 -2.079574 -2.267446 -0.260 -0.046 0.168 0.3802
H -1.097118 -3.189795 -1.342550 0.002 0.245 -0.150 0.4619
H -1.672785 -1.559327 -1.797112 0.193 -0.301 0.048 0.3706
H -0.447755 -1.774908 1.963780 -0.286 -0.090 -0.161 0.3959
H -1.945612 -1.310946 1.133873 0.082 -0.387 0.136 0.3891
H -1.377169 -2.994626 1.035384 -0.036 0.297 0.122 0.3850
H -0.499950 1.807938 -0.321973 -0.033 -0.503 0.124 0.4899
H -2.592477 -0.495306 -0.547321 0.212 0.574 -0.057 -0.1096
H -2.840509 2.538971 -0.134517 -0.153 -0.111 -0.236 0.3660
H -4.928790 3.562886 -0.954878 -0.266 -0.341 0.111 0.3495
H -7.377252 3.330040 -1.411872 0.331 -0.301 0.122 0.3698
H -8.433914 1.068676 -1.419718 0.341 0.080 0.029 0.3829
H -7.009133 -0.951382 -1.207806 0.184 0.303 -0.069 0.3515
H -4.550437 -0.747062 -1.047589 -0.355 0.295 0.158 0.3466
H 3.467355 2.793555 -0.422101 0.220 -0.303 -0.199 0.3913
H 6.110260 5.049243 0.714360 -0.197 0.001 0.016 0.2548
H 4.882736 4.770714 -0.565084 0.136 -0.122 0.213 0.3556
H 4.621756 4.114712 1.093453 0.136 0.132 -0.132 0.3178
H 9.343134 1.023637 0.110025 -0.139 -0.049 0.076 0.2614
H 7.832956 1.442248 0.993512 0.097 -0.130 -0.037 0.2345
H 8.039410 -0.204802 0.275853 0.059 0.147 0.067 0.2110
C -5.370035 -0.703142 2.094845 -0.540 -0.425 0.711 0.1766
C -4.682363 -1.494405 3.051169 0.152 0.150 -0.191 -0.0523
O -3.725336 -2.262122 2.841124 -0.346 0.355 0.154 -0.7410
N -5.149913 -1.379414 4.394130 -0.141 0.352 0.876 -0.0683
C -6.108883 -0.514174 4.879007 0.493 -0.096 -1.296 0.0326
S -6.379814 -0.204484 6.509783 0.072 -0.266 -0.651 -0.4065
N -6.790850 0.094191 3.862107 -0.389 0.193 0.810 -0.0986
C -6.593456 -0.072998 2.460049 0.036 -0.054 -0.297 0.0537
O -7.487687 0.353907 1.713175 0.519 0.060 0.313 -0.6871
H -5.185831 -0.907810 1.052715 0.006 -0.010 0.186 0.2955
H -4.615164 -1.863154 5.109130 -0.059 0.098 -0.337 0.2716
H -7.565487 0.698410 4.143376 0.390 -0.385 -0.248 0.2672
```
Forces are in eV/Å.

Values from the calculation:
HOMO-LUMO gap, Ha: 0.15876
LUMO, eV: -2.53
Molecular weight, g/mol: 566.68

---

C24H33N5O6S as an isolated structure. Source: OMol25; level of theory: wB97M-V/def2-TZVPD.

```
69
Properties=species:S:1:pos:R:3:forces:R:3:mulliken_charge:R:1
C -4.703743 -3.840373 -0.095893 0.395 0.158 -0.173 -1.1676
C -3.473581 -3.383550 -0.863588 -0.123 -0.084 -0.017 -0.2257
O -2.639339 -2.661271 0.020894 -0.316 -0.130 0.150 -0.2358
C -1.422045 -2.229699 -0.537215 0.104 0.080 -0.180 -0.7554
C -1.599673 -1.136494 -1.602018 0.051 -0.184 0.235 -0.1278
H -1.658422 -1.577834 -2.597704 -0.066 0.037 -0.078 0.7040
H -2.546551 -0.637181 -1.396093 -0.022 -0.048 -0.069 0.1862
C -0.480303 -0.081992 -1.626385 -0.222 -0.389 -0.402 -2.0315
N -0.078140 0.397496 -0.325477 0.048 0.130 0.299 0.8872
C 1.065664 0.080930 0.332650 -0.173 0.282 0.168 1.4861
O 1.393234 0.729527 1.340229 0.111 -0.077 0.177 -0.9443
C 1.932827 -1.007666 -0.083938 0.476 -0.652 -0.308 -0.2796
C 3.126593 -1.309388 0.592442 -0.505 0.162 -0.353 -0.3086
N 3.641051 -0.663391 1.639797 0.187 0.214 0.447 -0.2936
H 3.085615 0.069455 2.056312 0.084 -0.110 -0.053 0.2190
H 4.491784 -1.034284 2.040397 -0.095 0.065 -0.023 0.1943
C 3.764912 -2.434473 -0.021867 -0.665 0.237 -0.263 0.1528
N 3.131334 -2.948009 -1.053604 0.332 -0.187 0.110 -0.6461
S 1.762318 -2.158960 -1.379845 0.267 0.234 0.345 0.0338
C 5.037799 -3.006545 0.460069 0.346 -0.439 -0.154 0.3834
O 5.633967 -2.560560 1.428029 0.001 0.133 0.133 -0.7138
N 5.472201 -4.059043 -0.258653 0.101 -0.164 -0.098 -0.3383
H 4.933678 -4.377711 -1.045549 0.020 -0.023 -0.003 0.2477
H 6.331823 -4.515381 -0.005629 -0.055 0.070 0.027 0.2403
C -0.823531 1.559092 0.193760 0.070 0.190 0.155 -0.0213
C -2.313223 1.360107 0.090609 -0.047 0.236 -0.009 -0.9121
C -3.108316 1.965782 -0.866964 0.078 0.048 0.040 -0.3888
C -4.469714 1.707334 -0.907951 -0.252 -0.264 0.185 -1.2563
C -5.047361 0.834136 -0.004884 0.154 -0.094 0.113 0.4184
C -4.245857 0.216188 0.972200 -0.146 -0.038 -0.006 1.0763
C -2.895039 0.494255 1.019560 -0.128 0.005 -0.007 -0.0504
H -2.268716 0.027925 1.763156 0.076 -0.110 0.126 0.4335
O -4.921771 -0.630641 1.817550 -0.109 0.457 -0.541 -0.5275
C -4.161210 -1.399920 2.720553 0.182 -0.231 0.227 -0.7763
H -4.874639 -2.048791 3.226661 0.090 0.022 0.011 0.2525
H -3.663229 -0.765735 3.460512 -0.024 -0.005 -0.026 0.3454
H -3.423980 -2.004779 2.186041 -0.029 0.035 0.043 0.2352
O -6.379803 0.571478 -0.060120 0.019 -0.019 0.040 -0.6525
H -6.587124 -0.045230 0.655441 0.017 0.017 -0.020 0.3434
H -5.099701 2.174147 -1.647591 -0.101 0.063 -0.097 0.4106
H -2.672148 2.641421 -1.583411 0.057 0.023 -0.035 0.5706
H -0.565312 1.630300 1.256246 -0.069 0.009 -0.310 1.0486
C -0.199592 2.759445 -0.541156 -0.155 -0.207 0.517 -0.3143
O -0.553699 3.148355 -1.637587 -0.094 0.093 -0.420 -0.7107
N 0.846143 3.267079 0.132902 0.313 0.183 0.331 -0.2449
H 1.185411 2.752199 0.936464 -0.245 -0.095 -0.072 0.4278
C 1.783656 4.197571 -0.463497 -0.128 0.163 -0.383 -0.1710
H 1.233218 4.736691 -1.237524 0.102 -0.045 0.120 0.5568
C 2.370149 5.120100 0.617382 0.001 0.080 0.005 -0.9262
C 3.783963 4.590395 0.921437 0.090 -0.030 0.089 -0.7372
H 4.532534 5.276598 0.524173 0.048 0.017 0.036 0.3133
C 3.883349 3.246952 0.195073 0.099 0.096 -0.100 -0.1073
H 3.481859 2.444176 0.815242 0.015 -0.095 0.022 -0.1631
H 4.909214 2.992248 -0.065881 0.028 -0.099 0.048 0.4740
C 2.997278 3.447204 -1.029804 -0.103 -0.057 0.074 -0.8431
H 3.503222 4.071974 -1.766288 0.056 0.040 -0.068 0.3648
H 2.705883 2.512151 -1.507253 -0.028 0.001 -0.116 0.2985
H 3.959876 4.488255 1.991027 0.080 0.067 0.032 0.3701
H 1.734866 5.099378 1.502211 -0.049 0.081 -0.009 0.3109
H 2.408240 6.148398 0.261836 -0.046 0.038 0.036 0.3450
H -0.841433 0.783465 -2.191675 0.191 -0.107 -0.037 0.2712
H 0.392080 -0.470917 -2.153942 -0.084 0.252 -0.035 1.1874
H -0.873645 -3.089866 -0.949623 -0.066 0.073 0.125 0.5208
H -0.862810 -1.833143 0.313789 0.055 -0.075 -0.105 0.0741
H -3.774564 -2.749921 -1.709134 0.052 -0.057 0.027 0.3123
H -2.922647 -4.249939 -1.262583 -0.035 0.091 -0.009 0.2864
H -4.410004 -4.472196 0.738057 0.000 -0.096 0.083 0.2817
H -5.363876 -4.399097 -0.753063 -0.105 -0.071 -0.040 0.4442
H -5.235474 -2.976652 0.292559 -0.113 0.104 0.046 0.1626
```
Forces are in eV/Å.

Values from the calculation:
HOMO-LUMO gap, Ha: 0.29175
LUMO, eV: -0.27
Molecular weight, g/mol: 519.62

---

C7H7MnN3O12 as an isolated structure at a distorted geometry. Source: OMol25; level of theory: wB97M-V/def2-TZVPD.

```
30
Properties=species:S:1:pos:R:3:forces:R:3:mulliken_spin:R:1
Mn -1.145390 0.313074 0.270236 1.354 0.994 -2.938 3.5029
N 0.467591 1.831578 -1.691987 0.734 0.424 -2.541 0.0068
O -0.495794 0.929916 -1.454365 0.842 0.623 0.788 -0.0515
O 1.109063 2.368660 -0.789054 -1.102 -0.823 -0.678 0.0070
O 0.652352 2.023536 -2.915894 -0.278 -0.254 2.835 -0.0079
N -3.164910 -0.773570 1.694538 1.806 -0.023 1.755 0.0141
O -3.317066 -1.720956 2.354464 -0.265 -2.454 1.149 0.0010
O -1.783388 -0.329384 1.772608 -1.793 -0.236 0.438 0.0186
O -3.977097 -0.120639 1.167509 -0.616 1.791 -1.867 0.0178
O -1.674147 3.732435 1.657011 1.854 -0.136 0.497 0.0017
C -1.498561 2.588693 1.031244 -3.754 1.576 -1.332 0.0176
O -0.607071 1.813507 1.320968 2.619 -1.216 0.933 -0.1069
O -2.375312 2.232742 0.132930 1.767 -0.879 1.276 -0.4020
H -0.834429 3.828744 2.206229 -1.454 0.203 -0.639 -0.0014
O -2.325157 -2.490567 -2.387035 1.472 -0.276 2.323 0.0005
C -2.285333 -1.292651 -1.764806 -1.024 2.304 -1.573 0.0042
O -1.576733 -1.175309 -0.669169 -0.110 -1.904 0.223 -0.0194
O -2.857718 -0.329510 -2.249556 0.001 -0.770 0.340 0.0122
H -2.803899 -2.345075 -3.184371 -0.763 0.333 -1.068 -0.0009
N 1.252014 -0.721929 0.446550 -0.987 0.124 -1.817 -0.0163
C 2.064010 -0.133048 1.302332 1.630 -1.323 -1.463 0.0052
C 3.465830 -0.312043 1.199481 -0.821 -0.741 -0.133 -0.0027
C 3.951843 -1.278834 0.289734 0.106 1.052 0.727 0.0017
C 3.074538 -1.826230 -0.631174 -0.377 -1.150 -1.355 -0.0017
C 1.746900 -1.452605 -0.596792 -1.384 0.151 1.304 0.0044
H 1.518966 0.380611 2.028536 -0.024 1.209 1.366 -0.0016
H 4.114755 0.237189 1.863494 0.134 -0.158 0.088 -0.0007
H 5.010637 -1.560529 0.309147 -0.457 0.211 -0.105 -0.0003
H 3.322053 -2.597918 -1.418567 0.187 1.129 1.102 -0.0008
H 0.971449 -1.819897 -1.294227 0.703 0.216 0.365 -0.0015
```
Forces are in eV/Å.

Values from the calculation:
Multiplicity: 4
HOMO-LUMO gap (spin up / spin down), Ha: 0.19946 / 0.31595
LUMO (spin up / spin down), eV: -4.86 / -1.79
Molecular weight, g/mol: 380.08

---

A 2-piece molecular cluster, C2H3N3O2 overall at a distorted geometry. Source: OMol25; level of theory: wB97M-V/def2-TZVPD.

```
10
Properties=species:S:1:pos:R:3:forces:R:3:mulliken_charge:R:1
N -1.913819 -0.016914 0.013356 -0.028 -0.035 -0.053 -0.3691
C -0.562644 -0.139041 -0.120336 0.104 0.298 -0.227 0.4310
N -0.155421 -1.375312 0.632044 0.715 -0.156 0.050 -0.0225
O 1.025850 -1.546028 0.658578 -0.723 0.072 -0.014 -0.2055
C 3.226562 0.367402 -0.038671 -0.160 0.752 1.184 0.1073
O 3.024354 0.952701 0.915636 0.297 -0.712 -1.156 -0.1386
N 0.305192 0.570483 -0.705186 -0.415 -0.185 0.153 -0.4563
H -2.428192 0.618266 -0.574858 0.099 -0.070 0.086 0.2125
H -2.412977 -0.808191 0.391096 0.071 0.095 -0.039 0.2545
H -0.108905 1.376637 -1.171657 0.037 -0.060 0.016 0.1866
```
Forces are in eV/Å.

Values from the calculation:
HOMO-LUMO gap, Ha: 0.32324
LUMO, eV: -0.79
Molecular weight, g/mol: 101.06

---

Which value of molecular weight does entry 1 give?
89.16 g/mol